# C4H8N2O

An isolated molecule of C4H8N2O (wB97M-V/def2-TZVPD, the Open Molecules 2025 dataset).

ΔE to the lowest compared entry with this formula, charge and spin: 147.74 kcal/mol
largest force on an atom: 4.9 eV/A
HOMO energy: -8.875 eV
energy: -341.76820 Eh
SMILES string: C/N=C/C=C\NO
Kohn-Sham gap: 9.30 eV

Geometry as ORCA input:
```
! wB97M-V def2-TZVPD RIJCOSX def2/J DEFGRID3
* xyz 0 1
C -3.10 -0.49 -0.01
C -0.83 0.21 -0.02
C 0.45 1.05 0.28
C 1.78 0.96 -0.01
H -2.66 -1.42 -0.60
H -3.38 -0.79 1.08
H -3.96 -0.27 -0.85
H -0.55 -0.92 -0.09
H 0.28 2.02 0.37
H 2.50 1.70 -0.43
H 3.22 -0.53 0.01
H 1.23 -1.00 0.93
N -2.04 0.63 -0.10
N 2.31 -0.39 -0.33
O 1.46 -1.36 0.14
*
```

# C4H8N2O2

A cluster of 2 separate species, C4H8N2O2 in total (wB97M-V/def2-TZVPD, the Open Molecules 2025 dataset).

ΔE to the lowest compared entry with this formula, charge and spin: 58.33 kcal/mol
largest force on an atom: 1.8 eV/A
HOMO energy (spin up / spin down): -2.767 / -2.740 eV
energy: -417.12254 Eh
expectation value of S²: 0.76
Kohn-Sham gap (spin up / spin down): 6.93 / 6.10 eV

Geometry as ORCA input:
```
! wB97M-V def2-TZVPD RIJCOSX def2/J DEFGRID3
* xyz -1 2
C 2.98 -0.17 0.09
N 1.88 0.57 -0.11
C 0.55 0.12 0.24
C -0.45 0.93 -0.28
N -1.81 0.76 0.16
C -2.26 -0.63 0.25
O -0.24 1.94 -1.00
O 4.09 0.09 -0.37
H 2.76 -1.05 0.70
H 1.98 1.55 -0.35
H -0.65 -1.97 -0.73
H 0.57 -0.28 1.25
H -2.35 1.23 -0.56
H -2.50 -0.95 1.27
H -3.14 -0.81 -0.38
H -1.40 -1.32 -0.17
*
```

# C4H8N2O2

An isolated molecule of C4H8N2O2 (wB97M-V/def2-TZVPD, the Open Molecules 2025 dataset).

ΔE to the lowest compared entry with this formula, charge and spin: 30.94 kcal/mol
largest force on an atom: 4.1 eV/A
HOMO energy: -9.685 eV
energy: -417.20664 Eh
SMILES string: C[C@@H](NC=O)C(N)=O
Kohn-Sham gap: 10.53 eV

Geometry as ORCA input:
```
! wB97M-V def2-TZVPD RIJCOSX def2/J DEFGRID3
* xyz 0 1
C -1.18 -1.35 0.97
N -0.38 -1.40 -0.15
C 1.46 0.14 0.58
C 0.57 -0.29 -0.51
C -0.34 0.74 -1.29
N -0.58 1.87 -0.51
O -0.72 0.72 -2.41
O -1.13 -0.34 1.71
H -1.89 -2.14 1.38
H -0.56 -2.00 -0.94
H 2.16 0.94 0.27
H 2.13 -0.68 0.93
H 0.87 0.27 1.55
H 1.28 -0.82 -1.19
H -0.55 1.71 0.50
H -1.15 2.61 -0.89
*
```

# C4H8N2O2

An isolated molecule of C4H8N2O2 (wB97M-V/def2-TZVPD, the Open Molecules 2025 dataset).

ΔE to the lowest compared entry with this formula, charge and spin: 118.13 kcal/mol
largest force on an atom: 6.1 eV/A
HOMO energy: -9.174 eV
energy: -417.06770 Eh
SMILES string: O=CNN1CC(O)C1
Kohn-Sham gap: 9.99 eV

Geometry as ORCA input:
```
! wB97M-V def2-TZVPD RIJCOSX def2/J DEFGRID3
* xyz 0 1
C -0.76 -1.02 0.76
C -1.05 0.26 0.08
C 0.74 -0.78 0.63
C 1.18 0.81 -1.72
H -2.17 -1.15 2.04
H -0.99 -2.07 0.24
H -1.62 0.97 0.63
H -1.40 0.15 -1.03
H 1.23 -1.18 -0.29
H 1.35 -0.79 1.58
H 0.96 2.51 -0.35
H 1.41 1.70 -2.59
N 0.35 0.68 0.46
N 0.91 1.47 -0.56
O -1.26 -1.10 2.17
O 1.11 -0.46 -2.04
*
```

# C4H8N2O2

An isolated molecule of C4H8N2O2 (wB97M-V/def2-TZVPD, the Open Molecules 2025 dataset).

ΔE to the lowest compared entry with this formula, charge and spin: 107.24 kcal/mol
largest force on an atom: 5.7 eV/A
HOMO energy: -8.890 eV
energy: -417.08505 Eh
SMILES string: OCC1=NNCCO1
Kohn-Sham gap: 9.68 eV

Geometry as ORCA input:
```
! wB97M-V def2-TZVPD RIJCOSX def2/J DEFGRID3
* xyz 0 1
C -2.17 0.63 0.08
C -0.70 0.32 -0.27
C 1.56 -0.51 0.40
C 1.53 0.93 -0.23
H -2.08 -1.26 0.33
H -2.18 1.00 1.11
H -2.64 1.25 -0.70
H 1.14 -2.26 -0.49
H 1.06 -0.56 1.41
H 2.62 -0.70 0.60
H 2.16 1.71 0.27
H 2.07 0.84 -1.21
N -0.43 -0.97 -0.27
N 0.88 -1.29 -0.54
O -2.88 -0.54 -0.16
O 0.07 1.42 -0.33
*
```

# C4H8N2O2

An isolated molecule of C4H8N2O2 (wB97M-V/def2-TZVPD, the Open Molecules 2025 dataset).

ΔE to the lowest compared entry with this formula, charge and spin: 20.18 kcal/mol
largest force on an atom: 1.9 eV/A
HOMO energy: -9.545 eV
energy: -417.22379 Eh
SMILES string: CN(C=O)CC(N)=O
Kohn-Sham gap: 10.27 eV

Geometry as ORCA input:
```
! wB97M-V def2-TZVPD RIJCOSX def2/J DEFGRID3
* xyz 0 1
C -1.12 0.58 -1.40
N -0.78 0.13 -0.15
C -1.45 -1.05 0.39
C 0.15 0.78 0.74
C 1.47 0.00 0.74
N 2.43 0.34 -0.24
O 1.69 -0.90 1.50
O -0.72 1.58 -1.91
H -1.79 -0.13 -1.89
H -2.27 -1.27 -0.28
H -1.89 -0.93 1.38
H -0.74 -1.88 0.45
H 0.39 1.81 0.52
H -0.19 0.65 1.76
H 1.92 0.77 -1.02
H 2.92 -0.47 -0.59
*
```

# C4H8N2O2

A structure of composition C4H8N2O2 (wB97M-V/def2-TZVPD, the Open Molecules 2025 dataset).

ΔE to the lowest compared entry with this formula, charge and spin: 178.42 kcal/mol
largest force on an atom: 2.8 eV/A
HOMO energy: -8.228 eV
energy: -416.97163 Eh
Kohn-Sham gap: 9.00 eV

Geometry as ORCA input:
```
! wB97M-V def2-TZVPD RIJCOSX def2/J DEFGRID3
* xyz 0 1
C -1.55 -0.30 -0.61
C 1.60 -1.37 -0.41
N -0.85 0.68 0.20
C 0.61 1.18 0.25
C 0.58 0.19 1.33
O -1.71 1.75 0.54
N 1.54 -0.23 0.51
O 0.96 2.31 -0.03
H -1.19 2.54 0.29
H 0.31 0.01 2.36
H -1.46 -0.08 -1.67
H -1.15 -1.30 -0.43
H -2.61 -0.41 -0.37
H 0.77 -2.06 -0.26
H 1.62 -1.01 -1.45
H 2.54 -1.90 -0.26
*
```

# C4H8N2O2

A structure of composition C4H8N2O2 (wB97M-V/def2-TZVPD, the Open Molecules 2025 dataset).

ΔE to the lowest compared entry with this formula, charge and spin: 121.71 kcal/mol
largest force on an atom: 1.7 eV/A
HOMO energy: -9.230 eV
energy: -417.06199 Eh
Kohn-Sham gap: 9.81 eV

Geometry as ORCA input:
```
! wB97M-V def2-TZVPD RIJCOSX def2/J DEFGRID3
* xyz 0 1
C 1.96 -0.53 -0.76
N -0.46 0.82 -0.28
C 1.12 -0.02 0.37
C -1.26 -0.18 -0.26
N -0.78 1.94 0.54
C -2.34 -0.84 -0.54
O 0.12 -1.24 0.77
O 1.54 0.63 1.31
H -0.09 -1.04 1.70
H -0.34 1.85 1.45
H -0.37 2.75 0.07
H 2.73 -1.19 -0.35
H 2.46 0.31 -1.23
H 1.36 -1.08 -1.49
H -3.05 -0.39 -1.23
H -2.59 -1.78 -0.08
*
```